Entry 1:
ORCA calculation (wB97M-V/def2-TZVPD) on one molecule with the formula C5H10N2O at a distorted geometry.

Last column: natural (NBO) charge in e.
Geometry (Å):
H -0.98537 1.98660 -1.44441  0.349
N -0.15861 1.76250 -0.71212  -0.680
C -0.26597 0.90231 0.16458  0.428
C 0.96504 0.60753 0.91577  -0.478
C 2.17712 -0.06353 0.14898  -0.063
O 1.76613 -1.12911 -0.67460  -0.727
N -1.37113 0.10541 0.57523  -0.449
C -1.40383 -1.27145 0.19345  -0.265
C -2.40660 -0.23105 -0.35151  -0.264
H 1.49599 1.61249 1.21701  0.245
H 0.51562 -0.03257 1.84257  0.216
H 2.95119 -0.34219 1.00178  0.170
H 2.48794 0.78861 -0.50460  0.179
H 2.56924 -1.16913 -1.38662  0.476
H -2.07427 -1.74940 0.86180  0.213
H -0.60570 -1.62368 -0.42572  0.240
H -2.14642 0.01375 -1.43614  0.195
H -3.51036 -0.16709 0.01456  0.216

## Properties
total energy	-10371.17783	eV
total charge	0
spin multiplicity	1
relative energy (zero: lowest compared OMol25 entry of this formula, charge and spin)	4.127	eV
maximum force	5.55	eV Å⁻¹
structure (SMILES)	[H]/N=C(/CCO)N1CC1
gap between HOMO and LUMO	9.829	eV
M	114.15	g mol⁻¹

Entry 2:
ORCA calculation (wB97M-V/def2-TZVPD) on C4H2O2 as an isolated structure at a distorted geometry.

Last column: natural (NBO) charge in e.
Geometry (Å):
O -0.47374 -1.54247 -2.41213  -0.472
C -0.13137 -1.62670 -1.31372  0.411
C 0.08136 -0.24668 0.12907  0.283
O 0.45306 -1.18324 0.87583  -0.564
C 0.01585 1.07665 0.62209  -0.163
C -0.09038 2.24648 0.90838  -0.107
H 0.32493 -2.00083 0.01196  0.370
H -0.17970 3.27679 1.17851  0.242

## Properties
total energy	-8269.82053	eV
total charge	0
spin multiplicity	1
relative energy (zero: lowest compared OMol25 entry of this formula, charge and spin)	2.708	eV
maximum force	1.32	eV Å⁻¹
gap between HOMO and LUMO	8.560	eV
M	82.06	g mol⁻¹

Entry 3:
ORCA calculation (wB97M-V/def2-TZVPD) on C27H14Br3F4INOPPt as an isolated structure at a distorted geometry.

Last column: natural (NBO) charge in e.
Geometry (Å):
Pt -1.18413 0.28858 0.35743  0.682
F 2.96707 6.21698 -0.07567  -0.271
C 2.54147 4.95718 -0.06477  0.306
C 3.44777 3.89958 -0.05007  0.267
F 4.75737 4.14078 -0.06277  -0.276
C 2.97187 2.59238 -0.02547  0.409
F 3.85307 1.58958 -0.00247  -0.299
C 1.61147 2.29248 -0.03227  -0.444
P 1.08127 0.52348 0.01813  1.059
C 1.89687 -0.10652 -1.48387  -0.296
C 1.26887 0.13628 -2.70307  -0.199
C 1.83737 -0.32462 -3.87557  -0.209
C 3.02717 -1.03432 -3.83607  -0.185
C 3.64707 -1.28392 -2.62237  -0.196
C 3.08637 -0.82522 -1.44387  -0.211
C 1.96467 -0.23732 1.40103  -0.394
C 2.57477 0.42468 2.45793  -0.188
C 3.05727 -0.30902 3.52923  -0.191
C 2.91787 -1.68612 3.55823  -0.189
C 2.29887 -2.34622 2.50723  -0.219
C 1.81347 -1.62522 1.43563  -0.133
C 0.72147 3.36418 -0.08377  -0.111
Br -1.15293 3.16248 -0.22997  0.173
C 1.18047 4.67708 -0.08197  0.307
F 0.30677 5.68058 -0.10667  -0.283
H 0.33037 0.67858 -2.72037  0.220
H 1.35267 -0.13642 -4.82137  0.221
H 3.46767 -1.39722 -4.75307  0.220
H 4.57327 -1.83732 -2.59467  0.220
H 3.57167 -1.01562 -0.49807  0.235
H 2.66527 1.50248 2.45693  0.214
H 3.53417 0.20198 4.35133  0.217
H 3.27427 -2.24452 4.41123  0.218
H 2.18437 -3.41872 2.53083  0.223
H 1.30137 -2.12202 0.61933  0.226
Br -1.87383 -4.81502 -0.03427  0.066
C -3.20853 -3.48422 -0.04177  -0.184
C -4.54983 -3.82762 0.02063  -0.208
C -5.52043 -2.85202 0.00513  -0.125
Br -7.33883 -3.40322 0.02683  0.042
C -5.18353 -1.47932 -0.03107  -0.123
C -6.10233 -0.41142 0.01103  -0.104
C -5.64033 0.88188 -0.00057  -0.263
C -4.26333 1.11618 -0.00997  0.072
N -3.38393 0.13878 -0.05467  -0.500
C -3.80613 -1.14162 -0.09347  0.172
C -2.77283 -2.15072 -0.15687  0.329
O -1.55053 -1.84922 -0.30597  -0.716
H -4.82433 -4.86992 0.08123  0.242
H -7.16023 -0.62562 0.06963  0.236
H -6.31243 1.72508 0.02123  0.230
H -3.87643 2.12748 0.03183  0.198
I -1.38103 0.54168 2.99493  -0.489

## Properties
total energy	-273397.59207	eV
total charge	0
spin multiplicity	1
maximum force	2.07	eV Å⁻¹
gap between HOMO and LUMO (spin up / spin down)	6.031 / 5.646	eV
M	1037.08	g mol⁻¹

Question: Number 3 is which compound?
Answer: C27H14Br3F4INOPPt

What did the first record say?
ORCA calculation (wB97M-V/def2-TZVPD) on one molecule with the formula C5H10N2O at a distorted geometry.

Last column: natural (NBO) charge in e.
Geometry (Å):
H -0.98537 1.98660 -1.44441  0.349
N -0.15861 1.76250 -0.71212  -0.680
C -0.26597 0.90231 0.16458  0.428
C 0.96504 0.60753 0.91577  -0.478
C 2.17712 -0.06353 0.14898  -0.063
O 1.76613 -1.12911 -0.67460  -0.727
N -1.37113 0.10541 0.57523  -0.449
C -1.40383 -1.27145 0.19345  -0.265
C -2.40660 -0.23105 -0.35151  -0.264
H 1.49599 1.61249 1.21701  0.245
H 0.51562 -0.03257 1.84257  0.216
H 2.95119 -0.34219 1.00178  0.170
H 2.48794 0.78861 -0.50460  0.179
H 2.56924 -1.16913 -1.38662  0.476
H -2.07427 -1.74940 0.86180  0.213
H -0.60570 -1.62368 -0.42572  0.240
H -2.14642 0.01375 -1.43614  0.195
H -3.51036 -0.16709 0.01456  0.216

## Properties
total energy	-10371.17783	eV
total charge	0
spin multiplicity	1
relative energy (zero: lowest compared OMol25 entry of this formula, charge and spin)	4.127	eV
maximum force	5.55	eV Å⁻¹
structure (SMILES)	[H]/N=C(/CCO)N1CC1
gap between HOMO and LUMO	9.829	eV
M	114.15	g mol⁻¹

Question: What is the formula in the first record?
Answer: C5H10N2O

Question: The highest maximum force belongs to which entry?
Answer: C5H10N2O